## A
This record from OMol25 describes C19H21NO5 as an isolated structure. The level of theory is the ωB97M-V functional and the def2-TZVPD basis.

Each line ends with the Mulliken charge.
Element x y z (Å)
C: 5.36846 2.53265 0.75709  -1.0714
H: 4.77718 2.87835 1.43827  0.4107
O: 5.49131 1.22014 0.56738  -0.4278
C: 4.23473 0.44277 0.24726  0.1289
C: 4.28170 -1.09057 0.07196  -1.1485
C: 3.08858 -1.75070 -0.04454  -0.3088
C: 1.84103 -1.17408 -0.20202  0.4370
C: 1.82520 0.37505 -0.43375  0.0615
C: 2.91469 1.13168 -0.09097  -0.2366
H: 2.93516 2.13412 0.03556  0.7031
O: 0.55023 1.08732 -0.55876  -0.3538
C: 0.35528 2.38218 -0.64015  -0.3155
H: 0.70335 2.50223 0.34436  0.4941
H: 1.11825 2.86511 -1.24290  0.2404
H: -0.59617 2.46065 -0.90304  -0.2512
N: 0.69663 -1.78217 -0.58426  -0.0408
C: 0.52610 -3.22248 -0.43437  0.1634
O: 1.22938 -3.91546 0.06880  -0.4674
C: -0.82751 -3.33247 -0.94163  -0.7947
C: -1.94148 -3.11760 0.38750  -0.9125
C: -2.07834 -1.68182 0.50774  0.0451
C: -3.28363 -1.29922 1.74412  -1.3130
H: -3.01216 -1.80879 2.58535  0.5722
O: -3.27909 0.02781 2.07776  -0.5872
C: -3.16531 0.95573 0.55480  1.3658
C: -3.47164 2.13470 0.90944  -1.2097
C: -3.55014 2.75724 -0.18725  -0.1969
C: -3.14988 2.61122 -1.45778  -1.1699
C: -2.85043 1.10124 -1.44212  -0.5126
C: -2.70526 0.26334 -0.37261  1.0300
O: -2.27212 -0.86654 -0.66201  -0.3388
H: -2.48887 0.71202 -2.63124  0.0657
H: -3.17862 3.12982 -2.27396  0.7031
H: -3.89208 3.84277 -0.10210  0.1988
H: -3.89377 2.39896 1.89501  0.4336
H: -4.07765 -1.51021 1.18157  0.5957
H: -1.07039 -1.29357 0.87076  0.4603
H: -1.58806 -3.67615 1.43148  0.2832
H: -2.91521 -3.49408 -0.00035  0.3769
H: -1.36251 -2.76073 -1.66847  0.5922
H: -0.86248 -4.58510 -0.93420  0.2520
H: -0.12062 -1.08529 -0.80740  0.2707
H: 3.10324 -2.78053 -0.09709  0.5743
H: 5.15075 -1.52758 0.46593  0.3865
H: 6.22620 2.88380 0.87265  0.4772
H: 5.21601 2.92424 -0.30183  0.3346

As for the spin multiplicity: 1. Its HOMO energy is -7.2 eV.

---

## B
This record from OMol25 describes an isolated molecule of C19H21NO5. The level of theory is the ωB97M-V functional and the def2-TZVPD basis.

Each line ends with the Mulliken charge.
Element x y z (Å)
C: -0.53454 3.90490 -5.63557  -1.4392
C: -0.64355 2.66353 -4.76259  -0.1101
O: -1.11823 3.09014 -3.49677  -0.4230
C: -1.26246 2.24570 -2.44671  0.2348
C: -1.61679 2.88112 -1.25656  -0.4614
C: -1.81628 2.17940 -0.08915  -1.0873
C: -1.64344 0.80141 -0.07445  -0.1759
C: -1.30161 0.15100 -1.25689  -0.0029
C: -1.11738 0.84225 -2.44606  0.8227
O: -0.83296 0.22734 -3.64231  -0.4925
C: -0.47262 -1.13734 -3.67367  -0.5037
C: 0.93069 -1.39374 -3.13103  -1.0475
H: 1.65930 -0.83322 -3.71150  0.3085
H: 1.00984 -1.08151 -2.09229  0.3200
H: 1.16344 -2.45263 -3.20193  0.3846
H: -0.50977 -1.39310 -4.73645  0.4079
H: -1.21568 -1.75247 -3.15120  0.3492
H: -1.22831 -0.92506 -1.25498  0.6799
C: -1.87596 0.07377 1.20134  0.2667
O: -2.64788 0.47511 2.05154  -0.6555
N: -1.17909 -1.08616 1.34364  -0.1176
H: -0.41480 -1.27953 0.71728  0.2973
C: -1.23517 -1.86322 2.56534  -1.3265
C: -0.00871 -1.65147 3.41634  0.5242
C: 0.21205 -0.40557 3.98643  -0.4163
C: 1.33914 -0.13889 4.75770  -1.0412
C: 2.23121 -1.16863 4.93586  1.0312
C: 2.01758 -2.42318 4.36433  0.8894
C: 0.91036 -2.68829 3.59693  -1.1814
H: 0.75726 -3.66300 3.16324  0.3769
O: 3.05362 -3.25737 4.69621  -0.4907
C: 3.91848 -2.49319 5.50887  -0.2298
O: 3.40585 -1.18570 5.64217  -0.4818
H: 3.99904 -2.96140 6.50356  0.2421
H: 4.91787 -2.45255 5.04675  0.2415
H: 1.50670 0.82752 5.20186  0.4349
H: -0.51699 0.37399 3.82792  0.4975
H: -2.12758 -1.51963 3.09605  0.4095
H: -1.34773 -2.92127 2.31134  0.3967
H: -2.10157 2.68234 0.82093  0.4490
H: -1.73365 3.95268 -1.28864  0.4426
H: 0.33709 2.18540 -4.65825  0.3009
H: -1.33885 1.94446 -5.20826  0.2966
H: -0.17726 3.63042 -6.62392  0.4180
H: 0.15650 4.61524 -5.18988  0.3354
H: -1.50714 4.38042 -5.72654  0.3265

As for the spin multiplicity: 1. Its HOMO energy is -8.1 eV. As for the structure (SMILES): CCOc1ccc(C(=O)NCc2ccc3c(c2)OCO3)cc1OCC.

---

Going by the energies, B is most stable and the next is 366.4 kcal/mol up.

---

## A
This record from OMol25 describes an isolated molecule of C5H8N2O2. The level of theory is the ωB97M-V functional and the def2-TZVPD basis.

Each line ends with the Mulliken charge.
Element x y z (Å)
C: -1.63401 -0.27133 0.74804  0.1111
C: -0.64447 0.74900 1.40054  -0.4374
C: 0.73103 0.58509 0.70502  -0.6603
C: -1.06907 -1.18057 -0.17563  0.4159
C: 0.86031 1.16192 -0.70333  -0.3658
N: -0.28603 -2.87488 -1.57018  -1.1497
N: -0.80947 -2.06566 -0.89414  0.7776
O: -2.78321 -0.39160 1.09357  -0.5599
O: 2.10132 0.83929 -1.30686  -0.5050
H: -0.98674 1.87264 1.18893  0.2575
H: -0.63248 0.47130 2.47636  0.2585
H: 1.58046 1.05638 1.34641  0.3511
H: 0.85724 -0.49517 0.71857  0.3408
H: 0.15891 0.92639 -1.52130  0.3321
H: 0.81757 2.31722 -0.79300  0.2700
H: -1.02575 -3.53059 -2.11431  0.2686
H: 2.76438 0.83055 -0.59869  0.2947

As for the spin multiplicity: 1. Its HOMO energy is -9.1 eV.

---

## B
This record from OMol25 describes a 2-piece molecular cluster, C5H8N2O2 overall. The level of theory is the ωB97M-V functional and the def2-TZVPD basis.

Each line ends with the Mulliken charge.
Element x y z (Å)
C: -0.07108 -1.13235 1.29085  -1.3354
C: 0.16818 0.16381 0.55982  1.0368
C: 1.26928 0.15023 -0.56105  0.3840
C: 1.91352 -0.95008 -1.01884  -0.9858
O: 1.86527 1.34663 -0.66014  -0.5739
O: 0.06401 1.28479 1.11978  -0.7496
H: 1.30842 1.94817 -0.10635  0.3734
H: -0.22744 -1.94635 0.58203  0.3980
H: -1.02867 -1.06155 1.80519  0.3195
H: 0.81118 -1.40115 1.86767  0.3915
H: 1.57585 -1.94244 -0.78416  0.2534
H: 2.95728 -0.88998 -1.28875  0.3234
N: -2.48715 1.16400 -0.17558  -0.4643
C: -1.67293 0.26573 -0.72594  0.5039
N: -1.29312 -0.36868 -1.67912  -0.4242
H: -2.01504 1.70952 0.54066  0.2800
H: -3.13755 1.65968 -0.76607  0.2693

As for the spin multiplicity: 1. Its HOMO energy (spin up / spin down) is -8.7 / -8.7 eV. As for the structure (SMILES): C=C(O)C(C)=O.N#CN.

---

Going by the energies, B is most stable and the next is 39.5 kcal/mol up.

---

## A
This record from OMol25 describes C5H15N3O as an isolated structure. The level of theory is the ωB97M-V functional and the def2-TZVPD basis.

Each line ends with the Mulliken charge.
Element x y z (Å)
C: 1.27055 0.55391 -0.53150  0.0709
C: 0.88552 0.40480 0.94416  0.2171
C: 2.61469 1.26441 -0.67975  -1.5177
N: -0.01772 1.34296 1.37334  -0.9471
O: 0.24556 1.25951 -1.22747  -0.6705
H: -0.00880 1.98147 -0.62610  0.4327
H: 1.32170 -0.43624 -0.99986  0.3054
H: -1.22041 0.61581 1.00392  0.4206
H: 0.03775 1.47275 2.37870  0.1878
H: 0.16235 -0.78001 0.82075  -0.2274
H: 1.72420 0.13531 1.59117  0.5239
H: 2.58004 2.23863 -0.18849  0.3451
H: 2.83590 1.41505 -1.73659  0.3543
H: 3.41809 0.67316 -0.23653  0.3722
N: -1.91450 -0.31835 0.55128  0.0153
N: -2.44289 0.08220 -0.71507  -0.8566
C: -1.01450 -1.53580 0.56277  -0.0084
C: -0.93336 -2.33436 -0.56815  -1.0724
H: -2.69717 -0.45534 1.18320  0.3403
H: -2.67786 -0.78538 -1.20770  0.3486
H: -1.65646 0.50433 -1.21406  0.4215
H: -1.14958 -2.04592 1.51534  0.3515
H: -0.77540 -1.90364 -1.54704  0.3457
H: -0.58771 -3.34927 -0.44632  0.2472

As for the spin multiplicity: 1. Its HOMO energy is -6.8 eV.

---

## B
This record from OMol25 describes a 2-piece molecular cluster, C5H15N3O overall. The level of theory is the ωB97M-V functional and the def2-TZVPD basis.

Each line ends with the Mulliken charge.
Element x y z (Å)
C: -2.15256 0.83772 -0.01941  -0.4071
C: -2.06651 -1.51356 0.51670  -1.0129
C: -1.30718 2.04314 -0.40735  -1.1515
N: -1.30154 -0.30456 0.27940  0.1257
O: -0.55204 -0.01169 1.46456  -0.5055
H: 0.38668 -0.12634 1.19883  0.5700
H: -2.79223 1.08989 0.84062  0.3488
H: -2.79309 0.54536 -0.85543  0.2972
H: -1.37203 -2.30039 0.80620  0.3094
H: -2.81739 -1.39286 1.30795  0.3257
H: -2.56177 -1.79526 -0.41123  0.3031
H: -0.68511 1.80337 -1.26565  0.2328
H: -0.66369 2.32478 0.42167  0.2794
H: -1.94940 2.88388 -0.65658  0.4085
C: 1.38398 -0.77534 -1.62986  -0.7409
N: 3.06257 -0.08329 1.53924  -0.7094
C: 2.43549 -0.50271 -0.61647  -0.0961
N: 2.12410 -0.23461 0.57944  0.0393
H: 4.01669 0.09875 1.23156  0.2303
H: 2.74118 0.50743 2.29179  0.2148
H: 3.48126 -0.55268 -0.94431  0.3369
H: 1.49902 -1.78653 -2.01995  0.2967
H: 0.39715 -0.66876 -1.18413  0.0296
H: 1.48642 -0.08574 -2.46758  0.2753

As for the spin multiplicity: 1. Its HOMO energy is -8.5 eV. As for the structure (SMILES): C/C=N/N.CCN(C)O.

---

## C
This record from OMol25 describes a 2-piece molecular cluster, C5H15N3O overall. The level of theory is the ωB97M-V functional and the def2-TZVPD basis.

Each line ends with the Mulliken charge.
Element x y z (Å)
C: -1.49519 0.60261 -0.15291  1.0793
C: -0.63351 0.86792 -1.38765  -1.5372
C: -2.21767 -0.73930 -0.27383  -1.5308
O: -2.42806 1.67679 -0.07121  -0.5871
H: -3.11332 1.45456 0.56924  0.3376
H: 0.97186 -1.24447 0.54056  0.2628
H: 0.22038 0.19709 -1.39012  0.2929
H: -0.29028 1.89928 -1.38669  0.3822
H: -1.22801 0.71116 -2.28215  0.4288
H: -1.49124 -1.53350 -0.41395  0.3293
H: -2.89301 -0.71630 -1.12513  0.3902
H: -2.79348 -0.94821 0.62731  0.4233
N: -0.64893 0.53784 1.03295  -0.0213
C: 2.00866 -1.28004 0.23500  0.2329
N: 0.10263 1.70926 1.32272  -0.7876
N: 2.73671 -0.18479 0.66211  -0.4693
C: 2.47204 -2.24639 -0.54816  -0.9772
H: -1.21581 0.33871 1.85576  0.2483
H: 0.89642 1.72277 0.68681  0.2605
H: -0.45704 2.54808 1.14323  0.2882
H: 2.42325 0.22291 1.52885  0.2561
H: 3.73899 -0.28733 0.59571  0.1860
H: 3.50332 -2.28063 -0.85798  0.2485
H: 1.83130 -3.02803 -0.91050  0.2635

As for the spin multiplicity: 1. Its HOMO energy is -8.2 eV. As for the structure (SMILES): CC(C)(O)NN.C=CN.

---

Going by the energies, C is most stable and the next is 33.4 kcal/mol up.

---

## A
This record from OMol25 describes a 2-piece molecular cluster, C2H9N4O overall. The level of theory is the ωB97M-V functional and the def2-TZVPD basis.

Each line ends with the Mulliken charge.
Element x y z (Å)
C: -2.03390 -0.41711 0.38512  0.3803
C: 3.03421 0.55858 0.38349  -0.6178
N: -2.99692 -0.00594 -0.17214  0.3224
N: -0.99367 -1.02174 0.57979  -0.3250
N: 1.31693 -0.55432 -0.76411  -0.5962
N: -4.03876 0.66516 -0.43487  -0.5380
O: 1.90984 -0.09491 0.51165  -0.2059
H: 3.36604 0.73378 1.35968  0.2542
H: 3.04711 1.60198 -0.11671  0.2603
H: 3.83323 -0.18469 0.00259  0.2862
H: -0.22785 -1.28944 -0.08756  0.3959
H: -0.43268 -1.04306 1.52224  0.3141
H: 2.09861 -1.03657 -1.24762  0.3010
H: 0.99703 0.21626 -1.33776  0.2818
H: -3.98408 1.59759 -0.44424  0.2207
H: -4.89514 0.27444 -0.13955  0.2660

As for the net charge: +1. As for the spin multiplicity: 1. Its HOMO energy is -14.0 eV.

---

## B
This record from OMol25 describes a 2-piece molecular cluster, C2H9N4O overall. The level of theory is the ωB97M-V functional and the def2-TZVPD basis.

Each line ends with the Mulliken charge.
Element x y z (Å)
N: -0.72449 0.62009 1.26820  -0.6558
C: -1.21377 0.82112 -0.02750  0.6557
N: -1.10763 2.06957 -0.52749  -0.4387
O: -1.65431 -0.12255 -0.64058  -0.6622
H: -1.27119 -0.11968 1.69772  0.2626
H: -0.74120 1.43851 1.87271  0.2364
H: -0.42778 2.71438 -0.15304  0.2191
H: -1.26979 2.13578 -1.51310  0.2744
N: 0.73446 -1.79870 -0.68123  -0.1921
C: 1.85548 -1.28141 -0.25460  0.1069
N: 1.96590 -0.42271 0.73511  -0.2323
H: -0.17218 -1.34560 -0.52432  0.2219
H: 0.72208 -2.63411 -1.22439  0.2458
H: 2.79674 -1.54399 -0.72516  0.3606
H: 2.87003 -0.01323 0.84381  0.2629
H: 1.14302 0.05448 1.13342  0.3349

As for the net charge: +1. As for the spin multiplicity: 1. Its HOMO energy is -14.4 eV.

---

Going by the energies, B is most stable and the next is 164.3 kcal/mol up.